(1)
This record from the Open Molecules 2025 dataset describes a structure of composition C26H32MgNO5S in a non-equilibrium geometry. The level of theory is ωB97M-V with the def2-TZVPD basis set.

Structure (XYZ):
```
66
Properties=species:S:1:pos:R:3:forces:R:3:mulliken_charge:R:1
O -0.03074 -0.31167 -5.55568 -0.02 0.61 -1.53 -0.448
C -0.14185 1.01341 -6.18243 0.03 0.25 0.37 -0.417
C -0.29871 0.44993 -7.59208 -0.01 -0.83 0.45 -0.851
H 0.76953 1.62091 -6.05066 -0.36 -0.26 0.22 0.281
H -1.02628 1.55490 -5.81532 0.35 -0.12 0.08 0.257
C -0.14909 -0.93318 -6.87629 -0.03 0.11 -0.92 1.416
H 0.49675 0.67129 -8.30440 -0.04 0.06 0.14 0.299
H -1.26836 0.59145 -8.06607 0.01 0.11 0.08 0.304
C 1.13341 -1.64276 -7.29362 -0.19 -0.12 0.14 -1.592
H 1.97805 -0.93715 -7.25885 -0.20 -0.38 0.12 0.364
H 1.02567 -2.00724 -8.32669 0.04 0.12 0.25 0.394
H 1.31090 -2.51337 -6.64674 0.15 0.28 -0.11 0.358
C -1.38555 -1.81778 -7.01357 0.34 0.06 0.18 -1.620
H -2.29155 -1.25430 -6.74068 0.30 -0.31 0.00 0.352
H -1.27637 -2.71827 -6.39290 -0.20 0.26 -0.05 0.366
H -1.46402 -2.13887 -8.06057 -0.06 0.07 0.19 0.389
Mg 0.22634 -0.40320 1.61846 -1.95 -0.50 0.70 0.876
C -2.52435 -0.96105 3.04676 -0.43 0.67 -0.38 -0.454
C -2.44026 0.45625 3.16911 -0.39 -0.56 -0.94 -0.585
C -2.54718 1.01912 1.86185 -0.34 -0.63 0.37 -0.731
H -2.40786 1.01320 4.10049 0.37 -0.09 -0.18 0.509
C -2.80682 -0.04793 0.95162 0.26 -0.21 0.44 -0.545
C -2.77103 -1.27467 1.68257 0.08 0.67 0.03 -0.776
H -2.94452 -2.27363 1.28106 0.11 0.26 0.05 0.388
H -2.41679 -1.67731 3.85563 -0.07 0.21 -0.22 0.463
H -2.48533 2.07578 1.61838 -0.15 -0.08 0.03 0.428
H -3.08558 0.06079 -0.09514 0.24 -0.01 0.06 0.595
C 0.84409 -2.46962 3.44044 0.55 -0.47 -0.82 -0.343
C -0.03075 -3.08102 2.50928 0.61 0.07 -0.30 -0.598
C 0.43590 -2.78336 1.19445 0.27 -0.48 0.44 -0.240
H -0.86988 -3.73930 2.76837 0.26 0.64 -0.23 0.430
C 1.65467 -2.03017 1.31830 0.18 -0.18 0.33 -1.094
C 1.87130 -1.80096 2.72116 0.08 -1.08 -0.14 -0.667
H 2.73163 -1.29807 3.16208 -0.32 -0.01 -0.21 0.413
H 0.78248 -2.56076 4.52042 -0.10 0.20 -0.36 0.541
H 0.04439 -3.19849 0.26312 0.04 0.24 0.33 0.483
H 2.36123 -1.80765 0.51392 -0.30 0.04 0.27 0.513
O -0.06032 0.13528 -0.36197 0.44 0.69 -0.82 0.227
C -0.40792 -0.71933 -1.50502 0.37 -0.12 0.67 -0.825
C -0.65969 0.22929 -2.65544 -0.66 -0.08 0.05 -0.125
H -1.27399 -1.34250 -1.23637 0.24 0.40 0.10 0.383
H 0.44201 -1.38986 -1.69169 -0.06 0.19 0.07 0.329
C 0.14575 1.47686 -2.32930 0.46 -0.23 0.16 -0.706
H -1.72624 0.47484 -2.66655 0.03 0.02 -0.08 0.256
H -0.38791 -0.21621 -3.61019 -0.12 0.09 0.25 0.223
C 0.14444 1.52766 -0.81565 -0.46 -0.32 0.79 -0.464
H -0.26828 2.38063 -2.77164 0.02 0.04 0.00 0.387
H 1.16996 1.34770 -2.67132 0.15 0.07 -0.20 0.305
H -0.68649 2.12432 -0.41835 0.07 -0.21 -0.03 0.237
H 1.07186 1.90402 -0.35744 -0.21 -0.21 -0.22 0.285
O -0.54426 -0.70791 5.01316 1.88 2.32 0.14 -0.594
C 0.18375 0.25739 4.69812 -1.69 -2.00 -0.91 0.276
N 0.46180 0.64329 3.40279 0.60 0.83 0.10 0.195
S 1.39165 2.00314 3.29278 -1.26 -1.73 0.84 0.887
O 2.64533 1.67918 2.65033 -0.04 0.44 -0.22 -0.687
O 0.59631 3.08893 2.77503 0.62 0.18 -0.05 -0.663
C 1.59933 2.13030 5.05002 0.44 0.72 0.34 0.341
C 2.32254 3.07634 5.76321 -0.02 0.02 0.59 -0.677
C 2.28056 2.99906 7.17311 -0.18 -0.25 -0.42 -0.477
C 1.51247 1.99864 7.80974 0.30 0.42 -0.57 -0.555
C 0.79357 1.07033 7.05470 0.07 0.01 -0.05 -0.448
C 0.86578 1.13603 5.66667 0.19 0.57 0.72 -0.208
H 2.89469 3.85324 5.24101 -0.25 -0.34 0.31 0.406
H 2.83882 3.72609 7.77412 -0.24 -0.32 -0.25 0.356
H 1.48520 1.96663 8.89441 -0.03 -0.02 -0.11 0.385
H 0.16583 0.30143 7.50599 0.23 0.18 -0.07 0.494
```
Positions in Å, forces in eV/Å.

Summary:
HOMO-LUMO gap = 4.9 eV
Relative energy (zero: lowest compared OMol25 entry of this formula, charge and spin) = 0.0 kcal/mol
Charge = -1
Strongest force on any atom = 2.99 eV/A
LUMO energy = 1.99 eV
DFT total energy = -55488.7377 eV
M = 494.92 g mol⁻¹

(2)
This record from the Open Molecules 2025 dataset describes a structure of composition C26H32N3OSb2Ti. The level of theory is ωB97M-V with the def2-TZVPD basis set.

Structure (XYZ):
```
65
Properties=species:S:1:pos:R:3:forces:R:3:mulliken_charge:R:1
Ti 1.21775 -0.84941 0.21414 0.03 0.09 -0.67 0.615
C 2.48407 -1.56650 4.40999 -0.04 0.02 0.02 -1.578
C 2.33631 -1.16143 2.98510 0.44 0.17 -0.02 0.405
N 1.27418 -1.28145 2.28185 -0.39 -0.14 -0.13 0.722
N 0.12854 -1.84923 2.80174 0.14 0.06 -0.04 -0.984
C -0.66210 -2.17841 1.80730 -0.07 -0.07 0.22 0.455
O -0.34299 -2.02330 0.55122 -0.10 -0.15 0.26 -0.835
C -1.98110 -2.76122 2.13591 0.00 0.04 -0.17 0.534
C -2.81372 -3.16991 1.09764 -0.05 -0.03 0.01 -0.311
C -4.06394 -3.70077 1.37650 0.04 0.02 0.00 -0.743
C -4.48417 -3.82181 2.69292 -0.01 0.00 0.02 -0.356
C -3.65523 -3.41432 3.73167 0.00 0.00 0.00 -0.730
C -2.40627 -2.88532 3.45773 0.01 0.01 0.00 -0.201
C 3.47333 -0.58339 2.21619 -0.38 -0.19 0.15 0.570
C 4.68374 -0.26199 2.79697 0.19 0.08 -0.04 -0.752
C 5.69302 0.27153 2.00411 -0.01 -0.04 0.20 -0.384
C 5.46576 0.45612 0.65427 -0.12 -0.01 -0.13 -0.811
C 4.23089 0.09263 0.13940 0.19 0.06 0.00 -0.081
N 3.25079 -0.40834 0.89110 0.10 0.04 0.12 0.112
H 1.57095 -2.04600 4.74877 0.01 0.00 0.01 0.339
H 2.68181 -0.69283 5.03530 0.00 -0.01 0.01 0.359
H 3.32171 -2.25577 4.52833 -0.01 -0.01 0.00 0.384
H -2.46787 -3.07712 0.07738 0.00 0.00 0.00 0.385
H -4.70838 -4.02243 0.56932 0.00 0.00 0.00 0.416
H -5.45924 -4.23681 2.91207 0.00 0.00 0.00 0.400
H -3.98494 -3.51120 4.75743 0.00 0.00 0.00 0.400
H -1.75096 -2.56497 4.25528 -0.01 0.00 0.01 0.448
H 4.83478 -0.42308 3.85449 0.01 0.01 0.00 0.402
H 6.64655 0.53430 2.44209 0.00 0.00 0.00 0.441
H 6.22517 0.86380 0.00328 0.00 -0.01 -0.01 0.414
H 4.01934 0.20336 -0.91816 -0.02 0.00 0.00 0.337
C 1.47544 -1.47463 -4.45797 0.04 -0.06 0.06 -1.319
Sb 0.92097 -0.47786 -2.66219 0.04 0.11 -0.05 0.658
C 1.65677 1.47296 -3.14093 -0.03 -0.04 0.03 -1.190
C -1.20858 -0.27056 -3.04796 0.04 0.06 0.04 -1.331
C -1.62390 1.15599 -3.22678 -0.02 -0.02 0.03 0.779
C -1.53007 1.72228 -4.49928 0.00 -0.01 0.00 -0.605
C -1.83732 3.05147 -4.72996 0.00 0.01 0.02 -0.544
C -2.25221 3.84800 -3.67128 0.00 -0.02 -0.03 -0.692
C -2.37165 3.29366 -2.40918 0.00 0.00 0.00 -0.668
C -2.07009 1.95298 -2.16164 -0.03 -0.01 0.00 0.854
C -2.26308 1.42344 -0.77156 0.06 -0.08 -0.05 -1.764
Sb -0.48503 1.44153 0.44100 -0.05 0.07 0.24 0.622
C -0.05043 3.51680 0.30026 0.06 -0.03 -0.01 -1.336
C -1.46738 1.36840 2.33009 0.06 -0.03 -0.02 -1.312
H 0.90577 -2.39747 -4.54961 0.01 0.00 -0.01 0.397
H 2.53638 -1.71501 -4.43177 0.00 0.00 -0.03 0.385
H 1.26778 -0.82821 -5.30861 -0.02 0.01 0.01 0.403
H 0.92941 2.02038 -3.73814 0.00 -0.01 -0.01 0.382
H 2.58434 1.37085 -3.70363 0.00 -0.01 0.01 0.481
H 1.85529 2.02694 -2.22381 0.00 0.02 -0.02 0.268
H -1.70982 -0.77184 -2.22245 -0.03 0.01 -0.01 0.109
H -1.39177 -0.84587 -3.95509 0.01 -0.01 0.00 0.657
H -1.21008 1.09572 -5.32531 0.00 0.01 0.00 0.339
H -1.76064 3.46148 -5.72805 0.00 0.00 0.00 0.419
H -2.50220 4.88795 -3.83264 0.00 0.00 0.00 0.415
H -2.72974 3.90716 -1.59004 0.00 0.00 0.00 0.390
H -2.63451 0.39902 -0.75039 -0.03 0.01 -0.02 0.668
H -2.97150 2.04472 -0.22409 -0.02 0.00 -0.01 0.703
H -0.89290 4.09545 0.67464 -0.01 0.00 0.00 0.388
H 0.13013 3.77277 -0.74284 0.00 0.02 0.01 0.389
H 0.83788 3.74345 0.88668 -0.01 0.04 0.00 0.436
H -2.20796 2.16281 2.40368 0.01 0.01 -0.02 0.511
H -0.73274 1.47165 3.12659 -0.02 0.00 0.02 0.378
H -1.95435 0.39887 2.43100 -0.01 0.01 0.02 0.356
```
Positions in Å, forces in eV/Å.

Summary:
HOMO-LUMO gap (spin up / spin down) = 6.5 / 7.6 eV
Charge = +1
Strongest force on any atom = 0.68 eV/A
LUMO energy (spin up / spin down) = -3.27 / -3.35 eV
2S+1 = 3
DFT total energy = -70184.5585 eV
Expectation value of S² = 2.01
M = 693.95 g mol⁻¹

(3)
This record from the Open Molecules 2025 dataset describes the molecule C26H32N4O6 in a non-equilibrium geometry. The level of theory is ωB97M-V with the def2-TZVPD basis set.

Structure (XYZ):
```
68
Properties=species:S:1:pos:R:3:forces:R:3:mulliken_charge:R:1
C -1.60352 4.77015 -3.70294 0.13 -0.27 0.28 -1.188
C -1.57777 4.16210 -2.30801 -0.51 0.27 -0.16 -0.359
H -1.36937 4.92244 -1.55191 -0.04 -0.12 -0.05 0.356
H -2.53277 3.67157 -2.09232 0.16 0.13 0.05 0.357
O -0.52661 3.20844 -2.16966 0.31 -0.12 0.03 -0.214
C -0.77186 1.96643 -2.63248 -0.27 -0.21 -0.21 0.882
O -1.84277 1.66025 -3.11438 -0.06 0.20 0.09 -0.658
C 0.39220 1.09401 -2.49897 0.49 -0.08 -0.18 -0.409
C 0.45791 -0.15145 -3.03420 -0.23 0.61 0.04 0.882
N 1.66342 -0.80922 -3.03570 -0.10 -0.12 -0.01 0.110
C 2.89421 -0.18287 -2.84311 0.02 -0.02 -0.19 0.062
O 3.92682 -0.73744 -3.14353 0.34 -0.24 -0.01 -0.692
N 2.80463 1.07280 -2.35683 0.03 0.34 0.03 -0.194
H 3.68127 1.52252 -2.14270 0.02 -0.17 -0.07 0.295
C 1.60745 1.60644 -1.74121 -0.26 -0.02 0.12 -0.206
C 1.46658 1.21765 -0.27531 0.19 0.03 -0.04 0.343
C 2.10862 0.11479 0.26669 -0.01 0.23 -0.18 -0.806
C 1.93219 -0.24396 1.59366 -0.08 -0.14 0.39 -0.564
C 1.10736 0.51296 2.41916 0.04 0.17 -0.28 0.383
C 0.44714 1.61698 1.87003 0.05 -0.11 0.12 -0.548
C 0.62405 1.95942 0.54915 0.07 -0.04 0.08 -0.274
H 0.11328 2.82046 0.14603 -0.06 0.11 -0.01 0.362
H -0.19370 2.19935 2.51285 -0.07 0.08 0.10 0.497
O 0.88427 0.29435 3.73518 -0.20 0.09 -0.01 -0.362
C 1.74505 -0.56259 4.48427 0.26 -0.32 0.48 0.539
C 1.85016 0.05378 5.87773 0.03 0.01 -0.48 -1.594
H 0.86107 0.11525 6.32387 -0.12 -0.02 0.08 0.325
H 2.26604 1.05652 5.81712 0.05 0.09 0.04 0.408
H 2.48886 -0.55865 6.50760 0.06 -0.07 0.10 0.399
C 1.19613 -1.98462 4.55770 0.13 0.37 -0.28 -1.058
H 0.27315 -1.98882 5.13163 -0.10 -0.01 0.08 0.246
H 0.97956 -2.38275 3.56938 -0.01 -0.07 -0.04 0.116
H 1.91921 -2.63174 5.04713 0.09 -0.08 0.09 0.473
H 2.74124 -0.56630 4.02082 -0.15 0.04 0.01 0.372
H 2.43723 -1.12134 1.96480 0.03 -0.09 0.09 0.404
H 2.77903 -0.47948 -0.33826 0.06 -0.04 -0.01 0.310
H 1.64846 2.69746 -1.81556 0.03 -0.25 -0.02 0.676
H 1.71947 -1.71827 -3.47458 0.09 0.16 0.04 0.387
C -0.69469 -0.93195 -3.62774 -0.27 -0.06 -0.15 -2.275
N -1.43123 -1.78348 -2.71895 0.04 -0.08 -0.15 0.430
C -2.35272 -1.15940 -1.79896 -0.11 0.18 0.24 -1.681
H -2.80677 -0.29533 -2.28229 -0.05 -0.06 0.06 0.465
C -1.72412 -0.71263 -0.46638 -0.45 0.32 -0.28 0.564
N -0.98216 -1.79816 0.13211 0.00 -0.10 -0.13 0.263
C -0.96699 -2.15549 1.43433 0.18 -0.01 -0.32 0.480
O -0.30122 -3.10753 1.82863 -0.12 -0.09 0.26 -0.800
C -1.76452 -1.40261 2.41879 -0.17 -0.66 1.07 0.486
C -2.15063 -1.85506 3.65605 0.22 0.10 -0.84 -0.488
C -2.77531 -0.76848 4.30139 -0.05 0.46 -0.25 -0.739
C -2.71421 0.26895 3.42121 -0.26 -0.16 0.72 -0.584
O -2.11519 -0.10219 2.28321 0.13 0.17 -0.32 -0.199
H -3.05240 1.28454 3.48645 0.00 0.15 -0.09 0.538
H -3.20266 -0.75746 5.28290 -0.11 0.08 0.19 0.476
H -2.00247 -2.84620 4.03164 0.11 -0.21 0.02 0.682
C -0.03567 -2.43861 -0.76198 0.18 -0.35 -0.11 0.096
C -0.72226 -2.86034 -2.06465 0.06 0.03 0.23 -1.295
H 0.01104 -3.29028 -2.74938 0.02 -0.06 -0.03 0.410
H -1.46342 -3.63388 -1.83252 0.11 -0.06 0.02 0.383
H 0.36703 -3.30904 -0.24077 0.01 0.14 -0.13 0.580
H 0.77966 -1.73726 -0.96428 -0.05 -0.13 0.03 -0.444
H -2.52296 -0.39285 0.19815 0.09 -0.02 -0.12 0.710
H -1.05245 0.13634 -0.63168 -0.13 -0.07 0.08 -0.679
H -3.13421 -1.89767 -1.58343 -0.02 0.05 0.07 0.421
H -1.40999 -0.22990 -4.05832 0.23 -0.12 -0.04 0.646
H -0.30550 -1.57480 -4.42595 0.06 0.09 -0.01 0.477
H -2.37080 5.53737 -3.75118 -0.08 0.10 -0.03 0.407
H -1.82750 4.00068 -4.43745 -0.03 -0.01 -0.07 0.304
H -0.63949 5.21496 -3.93824 0.06 0.08 -0.04 0.307
```
Positions in Å, forces in eV/Å.

Summary:
HOMO-LUMO gap = 8.8 eV
Relative energy (zero: lowest compared OMol25 entry of this formula, charge and spin) = 25.8 kcal/mol
Strongest force on any atom = 1.27 eV/A
LUMO energy = 0.55 eV
DFT total energy = -45727.7591 eV
M = 496.56 g mol⁻¹